# C49H117N5O12

A 12-piece molecular cluster, C49H117N5O12 overall in a non-equilibrium geometry (wB97M-V/def2-TZVPD, the OMol25 dataset).

Cartesian coordinates (Å):
C: -2.8568 8.9786 -4.3041
C: -4.3550 8.7956 -4.5730
C: -4.6208 7.2861 -4.7358
C: -5.1533 9.2645 -3.2451
C: -5.2108 10.7992 -2.9954
C: -5.7925 11.4026 -4.2900
C: -5.0053 11.0757 -5.5495
C: -5.8685 11.4794 -6.7763
C: -3.7105 11.8561 -5.5716
N: -4.8377 9.5799 -5.7050
O: -4.1654 9.2459 -6.9251
H: -2.4211 8.2598 -3.6101
H: -2.3470 8.8559 -5.2597
H: -2.4750 9.9391 -3.9580
H: -5.6956 7.1654 -4.8711
H: -4.2024 6.7832 -5.6077
H: -4.3777 6.7540 -3.8161
H: -6.1555 8.8361 -3.2316
H: -4.7105 8.8587 -2.3355
H: -5.8748 11.0696 -2.1743
H: -4.2096 11.2021 -2.8427
H: -5.9828 12.4684 -4.1633
H: -6.8437 11.1837 -4.4779
H: -6.6404 10.7236 -6.9215
H: -5.2423 11.7504 -7.6264
H: -6.4705 12.3603 -6.5534
H: -3.8467 12.9012 -5.2936
H: -3.2117 11.6470 -6.5179
H: -2.9426 11.6590 -4.8234
H: -3.2649 9.4623 -6.6723
C: 6.0544 6.8403 3.2949
C: 6.1269 5.5290 4.0442
C: 5.1579 4.4624 3.3184
C: 7.5689 4.8923 3.9966
C: 8.5349 5.7030 4.9298
C: 7.9002 5.7604 6.3119
C: 6.4684 6.3549 6.4345
C: 5.9023 6.0234 7.8304
C: 6.4548 7.9525 6.3359
N: 5.6056 5.6761 5.4455
O: 4.3356 6.1007 5.5567
H: 5.1772 7.4121 3.5976
H: 6.9029 7.4598 3.5851
H: 5.9391 6.8264 2.2111
H: 4.0996 4.7029 3.2181
H: 5.3416 4.2321 2.2690
H: 5.0375 3.6073 3.9836
H: 7.4787 3.8508 4.3054
H: 7.9823 4.8834 2.9881
H: 9.5023 5.2098 5.0251
H: 8.7856 6.6548 4.4616
H: 8.5420 6.3762 6.9420
H: 7.8421 4.7545 6.7275
H: 5.6234 4.9697 7.8336
H: 5.0810 6.6890 8.0962
H: 6.6561 6.0602 8.6169
H: 5.4648 8.3833 6.4856
H: 6.8485 8.3285 5.3916
H: 7.1177 8.3782 7.0892
H: 3.8284 5.2970 5.6925
C: 0.4404 1.6248 -8.7207
C: 1.8308 1.0651 -8.1034
C: 2.9740 1.2206 -9.1630
C: 2.2167 1.9973 -6.8775
C: 1.5321 1.6918 -5.5394
C: 1.7867 0.2390 -5.2109
C: 1.3298 -0.7478 -6.3555
C: 2.1369 -2.0625 -6.0003
C: -0.2109 -0.8670 -6.2551
N: 1.7981 -0.3684 -7.6662
O: 1.4492 -1.2787 -8.7067
H: -0.4602 1.4909 -8.1214
H: 0.5234 2.6470 -9.0898
H: 0.3403 0.9264 -9.5517
H: 3.9594 0.8898 -8.8349
H: 2.8087 0.7027 -10.1078
H: 3.2069 2.2152 -9.5433
H: 3.2897 1.8264 -6.7914
H: 1.9515 3.0407 -7.0484
H: 1.8115 2.3340 -4.7042
H: 0.4633 1.7648 -5.7406
H: 1.3037 0.0138 -4.2601
H: 2.8549 0.0835 -5.0593
H: 1.7470 -2.8587 -6.6345
H: 1.9025 -2.3386 -4.9722
H: 3.2103 -1.9696 -6.1656
H: -0.6155 0.0611 -6.6590
H: -0.5505 -0.9485 -5.2226
H: -0.5219 -1.7435 -6.8235
H: 2.2828 -1.7469 -8.7932
C: 5.6747 -8.9058 4.9632
C: 6.3795 -8.5136 3.7334
C: 7.8704 -8.9647 3.8288
C: 5.7476 -9.1225 2.5366
C: 4.3816 -8.5659 2.0903
C: 4.5444 -7.0009 1.8863
C: 5.2777 -6.2613 3.0717
C: 5.7600 -4.9360 2.5344
C: 4.3038 -5.9468 4.2003
N: 6.4760 -7.0549 3.5017
O: 7.2622 -6.3320 4.4345
H: 5.4587 -9.9737 4.9944
H: 6.1379 -8.5500 5.8834
H: 4.7214 -8.3863 5.0598
H: 8.3594 -8.7851 2.8714
H: 8.4295 -8.6939 4.7245
H: 7.8610 -10.0537 3.8753
H: 6.3415 -8.9931 1.6317
H: 5.6456 -10.1951 2.7011
H: 4.0571 -8.9071 1.1073
H: 3.6131 -8.7664 2.8368
H: 3.5446 -6.5962 1.7292
H: 5.1053 -6.8727 0.9605
H: 5.1581 -4.4370 1.7750
H: 6.5815 -5.1565 1.8528
H: 6.0597 -4.1976 3.2782
H: 4.7544 -5.9324 5.1927
H: 3.4929 -6.6752 4.2050
H: 3.8734 -4.9498 4.1056
H: 7.9188 -5.9358 3.8569
C: -5.3247 -7.9929 -3.0679
C: -4.4269 -8.7300 -2.0660
C: -3.0535 -9.0421 -2.8260
C: -4.2715 -7.7677 -0.8658
C: -3.5090 -8.3809 0.2985
C: -4.2967 -9.6644 0.7165
C: -4.5298 -10.6955 -0.4078
C: -3.1621 -11.4688 -0.7265
C: -5.5313 -11.6504 0.3053
N: -5.1516 -9.9384 -1.5537
O: -5.5373 -10.7667 -2.5691
H: -5.0626 -6.9399 -3.1701
H: -5.2863 -8.4950 -4.0346
H: -6.3904 -8.0083 -2.8398
H: -3.0232 -10.0384 -3.2673
H: -2.8006 -8.3950 -3.6659
H: -2.1636 -8.8827 -2.2171
H: -3.7217 -6.8870 -1.1978
H: -5.2288 -7.3277 -0.5864
H: -2.4351 -8.5522 0.2246
H: -3.5742 -7.5936 1.0495
H: -5.2646 -9.3021 1.0628
H: -3.7901 -10.1204 1.5672
H: -2.8589 -12.1261 0.0884
H: -2.2900 -10.8552 -0.9522
H: -3.2942 -12.1358 -1.5784
H: -6.4798 -11.1178 0.3744
H: -5.2558 -12.0243 1.2914
H: -5.6002 -12.6180 -0.1918
H: -6.4900 -10.7402 -2.4546
C: -1.4831 -0.5547 2.1349
O: -2.0561 0.4860 1.4468
H: -2.2692 -0.8163 2.8433
H: -1.4021 -1.3096 1.3529
H: -0.5789 -0.2578 2.6663
H: -2.8920 0.2376 1.0453
C: -7.3453 4.5454 2.4155
O: -7.1514 5.7325 3.1474
H: -6.8609 3.8134 3.0618
H: -8.3915 4.2688 2.2852
H: -6.8064 4.5689 1.4683
H: -6.4001 5.5244 3.7076
C: -6.8961 -0.7511 -2.4645
O: -6.4950 -0.8551 -1.0826
H: -7.6703 -0.0277 -2.7203
H: -5.9608 -0.5461 -2.9854
H: -7.2532 -1.7108 -2.8378
H: -7.2227 -1.2005 -0.5604
C: -1.8252 1.1822 10.5193
O: -2.1012 1.4794 9.1285
H: -2.7471 1.0111 11.0751
H: -1.4189 0.1761 10.6226
H: -1.2267 1.9113 11.0655
H: -2.5627 0.7627 8.6871
O: -5.8203 -1.3813 7.0305
H: -6.4451 -1.1763 6.3349
H: -6.3621 -1.5129 7.8085
O: -2.3588 4.2542 4.3961
H: -2.4482 3.5238 3.7840
H: -2.2797 3.8392 5.2551
O: -2.9482 -4.5391 8.5285
H: -3.1970 -3.9163 7.8456
H: -3.7720 -4.7611 8.9626

Energy relative to the best compared isomer or geometry (same formula, charge and spin) in eV: 3.772
F_max in Eh/bohr: 0.084
Lowest unoccupied orbital energy in eV: -0.043
Kohn-Sham gap in eV: 8.0491

Mulliken atomic charge list, values in e, 8 entries: -1.6356, 1.4623, -1.9267, -1.1760, -0.6109, -1.5899, 2.0207, -1.8794